(1)
Below is a single C5H8OS molecule at a distorted geometry, with properties calculated with wB97M-V/def2-TZVPD.

Bonds (Å) are listed after each position.
Element x y z (Å)
1 C 0.7596 -0.8085 0.1268  C2 1.393, S7 1.666, H8 1.064
2 C 1.6648 0.1553 -0.3114  C1 1.393, C4 1.536, O6 1.191
3 C -1.5800 0.5111 0.0618  C5 1.544, S7 1.637, H9 1.070
4 C 2.9378 -0.0808 0.5143  C2 1.536, H10 1.055, H11 1.092, H12 1.146
5 C -3.1217 0.5823 0.0824  C3 1.544, H13 1.110, H14 1.116, H15 1.094
6 O 1.5505 1.1075 -1.0173  C2 1.191
7 S -0.8979 -0.9754 0.1423  C1 1.666, C3 1.637
8 H 1.1856 -1.6590 0.6041  C1 1.064
9 H -0.8251 1.2691 0.0704  C3 1.070
10 H 2.7458 -0.9208 1.1235  C4 1.055
11 H 3.0433 0.7615 1.2019  C4 1.092
12 H 3.9116 -0.1247 -0.0880  C4 1.146
13 H -3.3966 0.5158 -0.9913  C5 1.110
14 H -3.5454 1.5162 0.5214  C5 1.116
15 H -3.2863 -0.2916 0.7203  C5 1.094

Calculated values
Energy above the lowest of the compared OMol25 structures with the same formula, charge and spin, eV: 2.923
HOMO energy (spin up / spin down), hartree: -0.291 / -0.291
Frontier orbital gap (spin up / spin down), eV: 7.294 / 7.292
F_max, eV Å⁻¹: 3.02
Total charge: 0
DFT total energy, a.u.: -668.6311

---

(2)
Below is a gas-phase ion, C6H14N6O2 (charge +2) at a distorted geometry, with properties calculated with wB97M-V/def2-TZVPD.

Bonds (Å) are listed after each position.
Element x y z (Å)
1 C -0.3916 -0.6894 2.2813  N7 1.325, N10 1.349
2 C 1.5755 0.1396 -0.7834  C3 1.560, C5 1.499, H15 1.048, H16 1.074
3 C 0.2207 0.0296 -1.5482  C2 1.560, C6 1.618, H17 1.045, H18 1.073
4 C -1.6629 -0.0398 0.3016  C6 1.510, N10 1.434, H19 1.084, H20 1.070
5 C 1.8133 -1.1634 -0.0808  C2 1.499, N11 1.335, O13 1.285
6 C -1.0673 0.7241 -0.8570  C3 1.618, C4 1.510, N12 1.589, O14 1.330
7 N 0.0802 0.0662 3.2624  C1 1.325, N8 1.355, H22 0.937
8 N -0.1837 1.3879 3.1223  N7 1.355, N9 1.245
9 N -0.7408 1.5169 2.0162  N8 1.245, N10 1.374
10 N -0.8803 0.2662 1.4641  C1 1.349, C4 1.434, N9 1.374
11 N 3.0408 -1.6878 -0.0518  C5 1.335, H21 1.016, H23 0.976
12 N -2.0055 0.7132 -2.1390  C6 1.589, H24 1.115, H25 1.076, H26 1.060
13 O 0.8401 -1.8265 0.4345  C5 1.285, H27 0.996
14 O -0.8443 2.0253 -0.6925  C6 1.330, H28 1.007
15 H 2.3652 0.4134 -1.4155  C2 1.048
16 H 1.3235 1.0096 -0.2057  C2 1.074
17 H 0.5141 0.5342 -2.4153  C3 1.045
18 H 0.0363 -0.9954 -1.8071  C3 1.073
19 H -2.7038 0.2595 0.3499  C4 1.084
20 H -1.5462 -1.0799 0.0787  C4 1.070
21 H 3.2699 -2.5449 0.4431  N11 1.016
22 H 0.5964 -0.1482 4.0149  N7 0.937
23 H 3.8761 -1.2026 -0.1940  N11 0.976
24 H -2.9731 1.1500 -1.7992  N12 1.115
25 H -2.2621 -0.3315 -2.1493  N12 1.076
26 H -1.7156 1.0089 -3.1149  N12 1.060
27 H 0.6651 -2.0480 1.3895  O13 0.996
28 H -1.2398 2.5129 0.0953  O14 1.007

Calculated values
Energy above the lowest of the compared OMol25 structures with the same formula, charge and spin, eV: 0.604
HOMO energy, hartree: -0.633
Frontier orbital gap, eV: 9.987
F_max, eV Å⁻¹: 5.20
Total charge: +2
DFT total energy, a.u.: -715.3190

---

(3)
Below is 12 unconnected molecules or ions with the total composition C26H54B7F28N6O4 at a distorted geometry, with properties calculated with wB97M-V/def2-TZVPD.

Bonds (Å) are listed after each position.
Element x y z (Å)
1 C 21.1377 11.3854 -1.7114  C2 1.475, H8 1.097, H9 1.091, H10 1.078
2 C 21.2897 12.4816 -2.6867  C1 1.475, O3 1.084, N4 1.472
3 O 20.5276 12.8355 -3.3712  C2 1.084
4 N 22.5121 13.2865 -2.5252  C2 1.472, H5 1.015, H6 1.078, C7 1.536
5 H 22.5111 13.7528 -1.6241  N4 1.015
6 H 23.3819 12.6555 -2.4387  N4 1.078
7 C 22.7304 14.1880 -3.7490  N4 1.536, H11 1.084, H12 1.083, H13 1.083
8 H 21.3488 10.4273 -2.2026  C1 1.097
9 H 20.1098 11.3218 -1.3500  C1 1.091
10 H 21.7637 11.5055 -0.8418  C1 1.078
11 H 21.8844 14.8649 -3.7411  C7 1.084
12 H 22.6903 13.5381 -4.6148  C7 1.083
13 H 23.6739 14.6661 -3.5177  C7 1.083
14 C 20.3828 9.1241 -4.4018  C15 1.476, H21 1.109, H22 1.095, H23 1.087
15 C 19.0735 9.7272 -4.0846  C14 1.476, O16 1.134, N17 1.515
16 O 18.7102 10.7402 -4.4432  C15 1.134
17 N 18.0125 8.7674 -3.5872  C15 1.515, H18 1.041, H19 1.058, C20 1.442
18 H 18.5045 7.8734 -3.7923  N17 1.041
19 H 17.8550 8.6413 -2.5486  N17 1.058
20 C 16.7954 8.8058 -4.3590  N17 1.442, H24 1.084, H25 1.083, H26 1.088
21 H 21.0670 8.8762 -3.5653  C14 1.109
22 H 20.9893 9.9532 -4.7819  C14 1.095
23 H 20.3466 8.2538 -5.0514  C14 1.087
24 H 16.1303 7.9908 -4.0961  C20 1.084
25 H 17.0295 8.8542 -5.4156  C20 1.083
26 H 16.2051 9.6944 -4.1475  C20 1.088
27 C 26.6621 12.0015 7.8031  N28 1.481, H41 1.089, H42 1.081, H43 1.083
28 N 26.6916 12.4456 6.3905  C27 1.481, C29 1.362, C33 1.344
29 C 25.5134 12.6001 5.7254  N28 1.362, C30 1.353, H44 1.083
30 C 25.4873 13.1890 4.5073  C29 1.353, C31 1.390, H45 1.085
31 C 26.6697 13.5200 3.8563  C30 1.390, C32 1.381, C34 1.459
32 C 27.8518 13.2020 4.4963  C31 1.381, C33 1.356, H46 1.081
33 C 27.8489 12.7057 5.7585  N28 1.344, C32 1.356, H47 1.081
34 C 26.6496 13.9008 2.4479  C31 1.459, C35 1.370, C39 1.393
35 C 27.5640 13.4479 1.5331  C34 1.370, C36 1.374, H48 1.082
36 C 27.5535 13.9337 0.2484  C35 1.374, N37 1.340, H49 1.080
37 N 26.6522 14.8429 -0.1478  C36 1.340, C38 1.340, C40 1.487
38 C 25.7360 15.2887 0.7219  N37 1.340, C39 1.367, H50 1.078
39 C 25.7333 14.8579 2.0195  C34 1.393, C38 1.367, H51 1.084
40 C 26.6158 15.2255 -1.5841  N37 1.487, H52 1.086, H53 1.085, H54 1.077
41 H 26.4934 10.9281 7.7365  C27 1.089
42 H 25.8944 12.5237 8.3570  C27 1.081
43 H 27.6092 12.1982 8.2902  C27 1.083
44 H 24.6392 12.2730 6.2737  C29 1.083
45 H 24.5475 13.3197 3.9811  C30 1.085
46 H 28.8230 13.2567 4.0249  C32 1.081
47 H 28.7024 12.5172 6.3950  C33 1.081
48 H 28.3209 12.7169 1.7842  C35 1.082
49 H 28.3313 13.7113 -0.4668  C36 1.080
50 H 24.9720 15.9474 0.3417  C38 1.078
51 H 24.9561 15.2564 2.6610  C39 1.084
52 H 26.7255 16.2986 -1.7116  C40 1.086
53 H 25.6265 14.9551 -1.9396  C40 1.085
54 H 27.3899 14.6718 -2.0886  C40 1.077
55 C 22.1968 17.0923 -4.0339  C56 1.513, H64 1.097, H65 1.085, H66 1.090
56 C 23.2207 18.1085 -4.4893  C55 1.513, C57 1.529, N60 1.512, H67 1.100
57 C 23.1189 18.5267 -5.9561  C56 1.529, O58 1.386, H68 1.119, H69 1.099
58 O 24.3685 19.0372 -6.2688  C57 1.386, C59 1.378
59 C 24.3717 19.8623 -7.3728  O58 1.378, H70 1.085, H71 1.089, H72 1.101
60 N 23.1348 19.3354 -3.6099  C56 1.512, H61 1.035, H62 1.019, H63 1.039
61 H 22.1937 19.7586 -3.6848  N60 1.035
62 H 23.3296 19.1077 -2.6355  N60 1.019
63 H 23.7299 20.0536 -4.0688  N60 1.039
64 H 22.4200 16.8920 -2.9790  C55 1.097
65 H 22.2977 16.1548 -4.5699  C55 1.085
66 H 21.1740 17.4539 -4.1403  C55 1.090
67 H 24.2519 17.7374 -4.3965  C56 1.100
68 H 22.3386 19.3258 -6.0221  C57 1.119
69 H 22.7657 17.6479 -6.5143  C57 1.099
70 H 24.4267 19.3634 -8.3348  C59 1.085
71 H 25.2263 20.5234 -7.2397  C59 1.089
72 H 23.5035 20.5398 -7.3647  C59 1.101
73 C 15.5065 16.0915 -4.5489  C74 1.521, H82 1.093, H83 1.083, H84 1.087
74 C 15.5881 15.2190 -3.3055  C73 1.521, C75 1.519, N78 1.530, H85 1.093
75 C 16.1434 13.8136 -3.4569  C74 1.519, O76 1.410, H86 1.114, H87 1.107
76 O 16.1921 13.2522 -2.1644  C75 1.410, C77 1.391
77 C 16.8477 12.0625 -1.8659  O76 1.391, H88 1.082, H89 1.093, H90 1.097
78 N 16.5247 15.9211 -2.3195  C74 1.530, H79 1.031, H80 1.041, H81 1.023
79 H 17.3496 15.3287 -2.1399  N78 1.031
80 H 16.9366 16.8475 -2.5571  N78 1.041
81 H 15.9702 16.1836 -1.5012  N78 1.023
82 H 16.5194 16.2341 -4.9330  C73 1.093
83 H 15.0953 17.0435 -4.2357  C73 1.083
84 H 14.9289 15.5554 -5.2971  C73 1.087
85 H 14.6290 15.1835 -2.7833  C74 1.093
86 H 17.1454 13.9060 -3.9359  C75 1.114
87 H 15.4977 13.2179 -4.1303  C75 1.107
88 H 16.7098 11.8940 -0.8065  C77 1.082
89 H 17.9170 12.0702 -2.0917  C77 1.093
90 H 16.4139 11.2075 -2.3995  C77 1.097
91 B 26.7654 15.9456 -5.6944  F92 1.452, F93 1.476, F94 1.394, F95 1.441
92 F 25.7750 14.8901 -5.8090  B91 1.452
93 F 26.8322 16.3064 -4.2649  B91 1.476
94 F 28.0094 15.5110 -6.1481  B91 1.394
95 F 26.2384 17.0393 -6.4702  B91 1.441
96 B 22.7465 12.0724 -8.5623  F97 1.434, F98 1.421, F99 1.432, F100 1.447
97 F 22.6889 10.6789 -8.2276  B96 1.434
98 F 24.0051 12.3829 -9.1451  B96 1.421
99 F 21.7232 12.4353 -9.4967  B96 1.432
100 F 22.5402 12.8435 -7.3558  B96 1.447
101 B 17.7394 8.5549 -0.2540  F102 1.450, F103 1.429, F104 1.460, F105 1.489
102 F 17.7620 7.1817 0.2111  B101 1.450
103 F 17.6041 9.4048 0.8862  B101 1.429
104 F 18.9606 8.7958 -1.0169  B101 1.460
105 F 16.6082 8.7586 -1.2009  B101 1.489
106 B 18.2567 18.4798 -3.4426  F107 1.498, F108 1.444, F109 1.488, F110 1.468
107 F 16.9453 18.8746 -2.8360  B106 1.498
108 F 19.1795 19.5616 -3.1920  B106 1.444
109 F 18.7346 17.2086 -2.8335  B106 1.488
110 F 18.0386 18.2842 -4.8810  B106 1.468
111 B 22.3659 14.6154 0.4660  F112 1.407, F113 1.451, F114 1.439, F115 1.434
112 F 21.3668 13.6265 0.5365  B111 1.407
113 F 21.9418 15.6722 -0.4328  B111 1.451
114 F 22.5960 15.2109 1.7561  B111 1.439
115 F 23.5579 14.0332 -0.0780  B111 1.434
116 B 22.9194 7.5301 -1.6984  F117 1.423, F118 1.439, F119 1.449, F120 1.441
117 F 23.9580 6.8258 -1.0280  B116 1.423
118 F 21.9180 6.5824 -2.1093  B116 1.439
119 F 22.2746 8.5042 -0.8411  B116 1.449
120 F 23.4460 8.2681 -2.8183  B116 1.441
121 B 26.0180 12.6616 -2.3492  F122 1.424, F123 1.463, F124 1.414, F125 1.460
122 F 27.0021 11.9140 -3.0567  B121 1.424
123 F 26.4665 12.8863 -0.9748  B121 1.463
124 F 25.8227 13.9070 -2.9905  B121 1.414
125 F 24.8137 11.8365 -2.3418  B121 1.460

Calculated values
HOMO energy, hartree: -0.262
Frontier orbital gap, eV: 5.135
F_max, eV Å⁻¹: 14.14
Total charge: -1
DFT total energy, a.u.: -4624.1606

---

(4)
Below is a single C21H22F2O3 molecule at a distorted geometry, with properties calculated with wB97M-V/def2-TZVPD.

Bonds (Å) are listed after each position.
Element x y z (Å)
1 C -0.9279 4.4404 3.2843  C2 1.545, H27 1.081, H28 1.088, H29 1.099
2 C -0.9477 5.0736 1.8749  C1 1.545, C3 1.581, C4 1.550, H30 1.097
3 C -1.2093 6.6293 1.9831  C2 1.581, H31 1.110, H32 1.108, H33 1.114
4 C -2.1918 4.5204 1.1334  C2 1.550, O5 1.434, H34 1.179, H35 1.038
5 O -2.1259 3.1011 0.9398  C4 1.434, C6 1.314
6 C -2.5331 2.2168 1.8226  O5 1.314, O7 1.222, C8 1.488
7 O -3.2403 2.4450 2.7923  C6 1.222
8 C -2.0743 0.8069 1.6977  C6 1.488, C9 1.544, C10 1.594, H36 1.115
9 C -0.6388 0.6206 2.2336  C8 1.544, H37 1.080, H38 1.108, H39 1.076
10 C -2.0265 0.3398 0.1742  C8 1.594, C11 1.545, H40 1.096, H41 1.082
11 C -1.9296 -1.1962 0.0347  C10 1.545, O12 1.198, C13 1.419
12 O -2.7058 -1.8431 0.6776  C11 1.198
13 C -0.9403 -1.9262 -0.6742  C11 1.419, C14 1.427, C26 1.427
14 C -0.9385 -3.3449 -0.8311  C13 1.427, C15 1.377, H42 1.046
15 C 0.1409 -3.9923 -1.3899  C14 1.377, C16 1.386, H43 1.057
16 C 1.3241 -3.3367 -1.6935  C15 1.386, C17 1.498, C25 1.376
17 C 2.4165 -4.0197 -2.4578  C16 1.498, C18 1.454, C23 1.387
18 C 2.1234 -4.7784 -3.6625  C17 1.454, C19 1.369, H44 1.127
19 C 3.1535 -5.5373 -4.1489  C18 1.369, C20 1.440, H45 1.101
20 C 4.4867 -5.4470 -3.6110  C19 1.440, F21 1.386, C22 1.449
21 F 5.4115 -6.2754 -4.2267  C20 1.386
22 C 4.8442 -4.3771 -2.7012  C20 1.449, C23 1.402, H46 1.072
23 C 3.7334 -3.7678 -2.1017  C17 1.387, C22 1.402, F24 1.350
24 F 4.0533 -2.8765 -1.1396  C23 1.350
25 C 1.3560 -1.9880 -1.4239  C16 1.376, C26 1.339, H47 1.106
26 C 0.2920 -1.2896 -1.0093  C13 1.427, C25 1.339, H48 1.038
27 H -1.9016 4.5394 3.7422  C1 1.081
28 H -0.7650 3.3645 3.2608  C1 1.088
29 H -0.1056 4.9098 3.8418  C1 1.099
30 H -0.0122 4.8354 1.3540  C2 1.097
31 H -2.1708 6.8181 2.5052  C3 1.110
32 H -0.3540 7.1624 2.4445  C3 1.108
33 H -1.4462 7.0338 0.9726  C3 1.114
34 H -2.2401 5.0457 0.0786  C4 1.179
35 H -3.0940 4.6265 1.6351  C4 1.038
36 H -2.7544 0.1398 2.2773  C8 1.115
37 H -0.3795 -0.4278 2.2400  C9 1.080
38 H -0.7684 0.8817 3.3027  C9 1.108
39 H 0.0614 1.2317 1.6919  C9 1.076
40 H -2.9377 0.6915 -0.3224  C10 1.096
41 H -1.1954 0.8266 -0.3196  C10 1.082
42 H -1.7161 -3.9050 -0.4114  C14 1.046
43 H 0.1852 -5.0456 -1.3188  C15 1.057
44 H 1.0598 -4.9230 -4.0049  C18 1.127
45 H 3.0653 -6.2483 -4.9843  C19 1.101
46 H 5.8591 -4.0414 -2.6172  C22 1.072
47 H 2.2149 -1.4401 -1.8548  C25 1.106
48 H 0.4895 -0.2734 -1.0903  C26 1.038

Calculated values
Energy above the lowest of the compared OMol25 structures with the same formula, charge and spin, eV: 1.844
HOMO energy, hartree: -0.328
Frontier orbital gap, eV: 8.583
F_max, eV Å⁻¹: 4.27
SMILES: CC(C)COC(=O)[C@H](C)CC(=O)c1ccc(-c2ccc(F)cc2F)cc1
Total charge: 0
DFT total energy, a.u.: -1238.8120

---

Q: Look up the F_max of the fourth one.
A: 4.27 eV Å⁻¹